Record 1
The following is a DFT calculation (ωB97M-V with the def2-TZVPD basis set) of a cluster of 3 separate species, C30H45ClN2O8SSi in total.

**LUMO level**: -1.26 eV

Each line ends with the Löwdin charge.
Geometry (Å):
1 C -4.04 1.64 1.54  -0.09
2 C -3.64 0.71 2.77  -0.39
3 C -4.92 0.48 3.72  -0.10
4 C -3.23 -0.77 2.29  -0.17
5 C -2.20 -0.73 1.05  -0.12
6 C -1.15 -1.88 1.22  -0.08
7 C -0.93 -2.88 0.30  -0.08
8 C -1.70 -2.98 -1.07  -0.10
9 C -1.42 -1.80 -2.09  -0.26
10 O -0.22 -1.93 -2.87  -0.22
11 Si 1.08 -0.96 -2.29  0.48
12 C 0.64 0.85 -1.91  -0.18
13 C 2.36 -0.90 -3.75  -0.18
14 C 2.03 -1.68 -0.81  -0.17
15 C 0.13 -4.02 0.61  -0.27
16 O 0.66 -4.64 -0.29  0.09
17 C 0.41 -4.32 2.13  -0.03
18 C 0.86 -5.63 2.66  0.01
19 C 1.08 -5.74 4.14  -0.48
20 Cl 1.58 -7.33 4.86  0.61
21 C 0.92 -4.62 5.10  -0.21
22 N 1.15 -4.72 6.55  0.08
23 C 2.38 -4.51 6.71  -0.70
24 S 3.98 -4.31 6.74  0.74
25 C 0.46 -3.30 4.57  -0.10
26 N 0.29 -2.15 5.48  0.17
27 C 1.41 -1.58 5.47  -0.28
28 O 2.40 -1.01 5.24  0.21
29 C 0.21 -3.20 3.11  0.01
30 C -0.30 -1.84 2.55  -0.27
31 O -0.09 -0.74 3.03  0.10
32 H -3.17 2.22 1.11  0.08
33 H -4.84 2.36 1.90  0.07
34 H -4.46 0.98 0.73  0.08
35 H -2.79 1.13 3.38  0.14
36 H -4.61 -0.07 4.66  0.08
37 H -5.48 1.44 3.92  0.07
38 H -5.59 -0.24 3.16  0.07
39 H -2.87 -1.41 3.14  0.12
40 H -4.20 -1.24 1.92  0.11
41 H -1.65 0.25 1.01  0.12
42 H -2.84 -0.91 0.13  0.10
43 H -2.81 -2.95 -0.82  0.13
44 H -1.51 -3.99 -1.55  0.13
45 H -1.53 -0.83 -1.53  0.09
46 H -2.28 -1.83 -2.84  0.13
47 H 0.61 0.94 -0.77  0.04
48 H -0.42 1.11 -2.24  0.04
49 H 1.40 1.60 -2.26  0.04
50 H 2.07 -1.61 -4.59  0.04
51 H 2.36 0.16 -4.16  0.03
52 H 3.41 -1.10 -3.38  0.04
53 H 3.03 -1.12 -0.75  0.05
54 H 2.32 -2.77 -0.96  0.05
55 H 1.53 -1.55 0.19  0.02
56 H 0.99 -6.50 1.96  0.12
57 C -3.51 8.26 1.54  -0.11
58 O -4.69 8.11 2.31  -0.19
59 C -5.45 6.96 1.95  -0.20
60 C -5.17 5.79 2.88  -0.20
61 O -3.82 5.35 2.78  -0.20
62 C -3.00 5.88 3.81  -0.11
63 H -2.83 8.92 2.08  0.09
64 H -3.00 7.30 1.38  0.08
65 H -3.75 8.71 0.57  0.09
66 H -5.26 6.69 0.90  0.13
67 H -6.50 7.23 2.03  0.12
68 H -5.81 4.95 2.58  0.12
69 H -5.42 6.04 3.91  0.13
70 H -3.14 5.30 4.73  0.09
71 H -3.21 6.93 4.01  0.08
72 H -1.96 5.78 3.49  0.09
73 C 6.02 0.68 -5.87  -0.11
74 O 5.14 -0.43 -6.00  -0.21
75 C 4.94 -0.82 -7.35  -0.20
76 C 5.83 -1.99 -7.74  -0.20
77 O 7.21 -1.64 -7.69  -0.19
78 C 7.84 -2.04 -6.48  -0.11
79 H 6.39 0.71 -4.84  0.09
80 H 6.88 0.61 -6.55  0.08
81 H 5.48 1.61 -6.07  0.09
82 H 5.10 0.03 -8.02  0.13
83 H 3.90 -1.13 -7.44  0.12
84 H 5.61 -2.28 -8.77  0.12
85 H 5.63 -2.86 -7.10  0.13
86 H 8.09 -3.11 -6.53  0.09
87 H 7.21 -1.86 -5.60  0.08
88 H 8.76 -1.47 -6.37  0.09

---

Record 2
The following is a DFT calculation (ωB97M-V with the def2-TZVPD basis set) of a cluster of 2 separate species, C4H7NO in total.

**LUMO level (alpha / beta)**: -0.71 / -0.71 eV
**Structure (SMILES)**: O=NC1=CCC1.[H][H]
**Relative energy (zero: lowest compared OMol25 entry of this formula, charge and spin)**: 550.0 kJ/mol

Each line ends with the Löwdin charge.
Geometry (Å):
1 O 2.58 -0.26 -0.55  -0.07
2 N 1.93 0.72 -0.21  0.00
3 C 0.54 0.49 -0.28  -0.30
4 C -0.22 -0.57 -0.60  -0.04
5 C -1.46 0.04 0.01  -0.14
6 C -0.61 1.33 0.25  -0.11
7 H -0.03 -1.50 -1.12  0.10
8 H -2.34 0.11 -0.63  0.11
9 H -1.75 -0.45 0.95  0.11
10 H -0.90 2.15 -0.42  0.11
11 H -0.53 1.69 1.27  0.11
12 H 1.73 -1.79 0.53  0.06
13 H 1.05 -1.96 0.78  0.07

---

Record 3
The following is a DFT calculation (ωB97M-V with the def2-TZVPD basis set) of a cluster of 17 separate species, C18H51F12N2O18S2 in total.

**LUMO level**: -4.31 eV
**Net charge**: +1

Each line ends with the Löwdin charge.
Geometry (Å):
1 C -5.74 1.13 -0.03  0.13
2 C -5.26 0.08 0.28  -0.17
3 C -4.65 -1.17 0.71  -0.19
4 C -3.33 -0.98 1.46  -0.15
5 C -2.32 -0.24 0.56  -0.12
6 C -1.07 0.12 1.31  -0.08
7 C -1.05 1.16 2.23  0.04
8 C -2.22 2.10 2.50  -0.55
9 F -2.60 2.02 3.77  0.20
10 F -1.78 3.37 2.28  0.14
11 F -3.29 1.93 1.75  0.18
12 C 0.12 1.43 2.93  0.03
13 C 0.24 2.52 3.97  -0.48
14 O -0.10 2.32 5.10  0.20
15 O 0.86 3.64 3.55  0.11
16 C 1.27 0.66 2.76  -0.13
17 C 2.49 0.91 3.60  -0.21
18 N 2.61 -0.15 4.60  -0.09
19 C 4.02 -0.26 5.02  -0.11
20 C 1.21 -0.38 1.85  -0.44
21 S 2.66 -1.35 1.68  0.99
22 N 0.08 -0.60 1.12  0.04
23 C 0.08 -1.64 0.06  -0.08
24 C 0.01 -1.10 -1.38  -0.02
25 C 1.31 -0.81 -2.14  -0.44
26 F 1.24 -1.53 -3.30  0.12
27 F 2.41 -1.25 -1.51  0.11
28 C 1.50 0.64 -2.69  -0.43
29 F 0.40 0.93 -3.37  0.14
30 F 2.53 0.62 -3.53  0.15
31 S 1.78 2.05 -1.43  0.78
32 F 3.12 2.52 -2.13  -0.11
33 F 2.60 1.10 -0.48  -0.13
34 F 0.42 1.67 -0.71  -0.13
35 F 1.00 3.05 -2.38  -0.12
36 F 1.96 3.21 -0.38  -0.10
37 H -6.15 2.07 -0.31  0.04
38 H -5.37 -1.70 1.33  0.10
39 H -4.49 -1.77 -0.19  0.12
40 H -3.48 -0.48 2.41  0.12
41 H -2.94 -1.97 1.67  0.12
42 H -2.78 0.65 0.15  0.12
43 H -2.13 -0.90 -0.27  0.10
44 H 0.19 4.26 3.18  0.09
45 H 3.37 0.90 2.96  0.11
46 H 2.47 1.90 4.06  0.13
47 H 2.12 0.16 5.43  0.07
48 H 4.62 -0.63 4.19  0.07
49 H 4.42 0.72 5.30  0.09
50 H 4.13 -0.92 5.87  0.07
51 H 2.11 -2.56 1.80  -0.07
52 H 0.90 -2.33 0.21  0.08
53 H -0.82 -2.22 0.20  0.13
54 H -0.50 -1.87 -1.96  0.16
55 H -0.64 -0.24 -1.43  0.11
56 O -3.80 5.41 1.29  -0.05
57 H -3.43 6.20 1.69  0.04
58 H -3.32 4.67 1.69  -0.01
59 O 6.13 3.43 -0.80  -0.05
60 H 6.35 3.81 -1.66  0.04
61 H 5.31 2.94 -0.97  0.00
62 O -4.57 0.16 -2.96  -0.07
63 H -3.91 0.85 -2.81  0.02
64 H -5.06 0.46 -3.74  0.02
65 O 1.83 0.60 7.59  -0.05
66 H 1.66 0.75 8.52  0.05
67 H 1.29 1.26 7.13  0.02
68 O 1.61 -4.34 -4.46  -0.05
69 H 1.93 -3.55 -4.02  -0.01
70 H 2.26 -5.01 -4.24  0.00
71 O 4.63 -1.33 -4.81  -0.04
72 H 4.61 -2.29 -4.68  0.03
73 H 3.87 -0.99 -4.32  -0.01
74 O 4.42 -5.67 -3.84  -0.05
75 H 4.82 -5.59 -2.97  0.05
76 H 5.11 -6.08 -4.37  0.04
77 O -7.10 -0.33 -4.54  -0.05
78 H -7.73 -0.27 -5.27  0.05
79 H -6.99 -1.27 -4.38  0.00
80 O -1.62 2.81 -5.36  -0.04
81 H -1.18 2.91 -4.51  0.03
82 H -0.96 2.40 -5.93  0.05
83 O 2.77 -8.42 -3.82  -0.06
84 H 3.38 -7.68 -3.73  -0.01
85 H 2.13 -8.13 -4.48  0.03
86 O -7.52 -1.07 2.10  -0.05
87 H -7.68 -0.92 3.04  0.04
88 H -8.17 -0.50 1.66  0.05
89 O -4.22 4.10 -4.43  -0.06
90 H -3.52 3.55 -4.81  -0.01
91 H -3.76 4.67 -3.80  0.03
92 O 7.31 -5.20 -4.46  -0.05
93 H 7.43 -4.54 -3.78  0.04
94 H 8.20 -5.34 -4.82  0.05
95 O -6.93 -3.27 -3.58  -0.05
96 H -6.69 -2.78 -2.79  0.04
97 H -6.80 -4.20 -3.36  0.05
98 O 0.23 6.16 2.34  -0.04
99 H 1.10 6.40 2.01  0.06
100 H 0.12 6.69 3.13  0.06
101 O 5.77 -0.87 7.75  -0.05
102 H 6.72 -0.72 7.79  0.04
103 H 5.42 -0.41 8.53  0.04

---

Record 4
The following is a DFT calculation (ωB97M-V with the def2-TZVPD basis set) of a structure of composition C2H6IMnO.

**LUMO level (alpha / beta)**: -8.19 / -8.07 eV
**Spin multiplicity**: 6
**Relative energy (zero: lowest compared OMol25 entry of this formula, charge and spin)**: 92.0 kJ/mol
**Net charge**: +1

Each line ends with the Löwdin charge.
Geometry (Å):
1 Mn -0.39 -2.78 -4.91  1.02
2 I -1.86 -1.46 -2.75  0.16
3 C 0.78 0.52 1.73  -0.08
4 C 0.25 0.59 0.29  -0.27
5 O -1.21 0.36 0.29  -0.13
6 H 0.08 0.00 2.39  0.08
7 H 0.73 1.50 2.20  0.07
8 H 1.82 0.21 1.81  0.07
9 H 0.67 -0.17 -0.37  0.08
10 H 0.54 1.49 -0.26  0.10
11 H -1.41 -0.26 -0.41  -0.10

---

Record 5
The following is a DFT calculation (ωB97M-V with the def2-TZVPD basis set) of a structure of composition C19H34Cl3N3O12.

**LUMO level**: 0.46 eV
**Relative energy (zero: lowest compared OMol25 entry of this formula, charge and spin)**: 3487.5 kJ/mol

Each line ends with the Löwdin charge.
Geometry (Å):
1 C 1.17 2.82 -3.47  -0.03
2 C 0.24 1.90 -2.87  -0.16
3 N -0.52 1.17 -2.38  -0.10
4 H 2.19 2.54 -3.19  0.09
5 H 0.91 3.83 -3.14  0.11
6 H 1.12 2.75 -4.56  0.05
7 C -1.22 -2.10 1.55  -0.12
8 C -1.78 -1.37 2.73  -0.10
9 N -2.17 -0.75 3.63  0.15
10 H -0.34 -2.64 1.90  0.12
11 H -0.93 -1.42 0.74  -0.19
12 H -1.96 -2.83 1.24  0.10
13 C -1.64 0.01 -4.13  -0.10
14 C -0.98 1.23 -4.68  -0.22
15 N -0.46 2.17 -5.09  0.11
16 H -2.47 -0.29 -4.77  0.09
17 H -1.95 0.15 -3.09  -0.16
18 H -0.91 -0.80 -4.11  0.10
19 C -3.08 -1.64 -1.22  -0.24
20 O -2.71 -2.97 -0.91  -0.02
21 C -1.71 -3.62 -1.56  -0.58
22 O -0.85 -3.13 -2.31  0.05
23 O -1.82 -4.89 -1.27  0.01
24 C -1.16 -5.88 -2.14  0.00
25 H -2.23 -0.97 -1.32  -0.26
26 H -3.79 -1.20 -0.52  0.11
27 H -3.64 -1.54 -2.15  0.11
28 H -0.85 -6.71 -1.50  0.09
29 H -0.16 -5.55 -2.40  0.09
30 H -1.74 -6.19 -3.01  0.10
31 C 2.10 3.43 1.31  -0.04
32 O 2.89 2.58 0.51  0.07
33 C 2.27 1.52 -0.06  -0.38
34 O 1.10 1.13 0.08  0.00
35 O 3.17 0.91 -0.87  0.02
36 C 2.78 -0.28 -1.49  -0.06
37 H 1.30 3.83 0.69  0.09
38 H 2.72 4.21 1.77  0.12
39 H 1.66 2.93 2.18  0.06
40 H 2.59 -1.04 -0.73  0.09
41 H 3.64 -0.63 -2.06  0.10
42 H 1.99 -0.10 -2.21  0.09
43 C 0.18 -0.07 1.45  -0.63
44 O 0.85 -1.28 1.80  -0.14
45 C 2.17 -1.19 2.21  -0.46
46 O 2.82 -0.12 2.19  0.13
47 O 2.57 -2.40 2.60  0.02
48 C 3.78 -2.46 3.24  -0.08
49 H 0.11 0.51 2.37  0.09
50 H -0.85 -0.25 1.15  -0.10
51 H 0.67 0.46 0.63  -0.26
52 H 3.78 -1.98 4.22  0.10
53 H 4.59 -2.10 2.61  0.10
54 H 3.94 -3.52 3.47  0.10
55 C -1.79 1.52 4.08  -0.06
56 O -1.46 2.30 2.93  -0.17
57 C -0.12 2.50 2.59  -0.54
58 O 0.83 1.99 3.17  0.11
59 O 0.09 3.41 1.53  -0.24
60 C -0.96 3.93 0.69  -0.06
61 H -1.15 1.57 4.96  0.10
62 H -1.80 0.44 3.96  -0.10
63 H -2.75 1.95 4.38  0.11
64 H -1.93 4.08 1.17  0.10
65 H -0.96 3.33 -0.22  0.07
66 H -0.75 4.97 0.44  0.10
67 C -0.88 0.45 -0.57  -0.86
68 Cl -0.06 -1.09 -0.33  1.13
69 Cl -1.23 1.22 0.98  1.13
70 Cl -2.32 0.25 -1.66  0.99
71 H -0.14 1.04 -1.12  -0.01